1.
This record from OMol25 describes a gas-phase ion, C5H10NO (charge +1) in a non-equilibrium geometry. The level of theory is ωB97M-V with the def2-TZVPD basis set.

CARTESIAN COORDINATES (ANGSTROEM)
C (0.399, 1.130, -0.100)
C (-0.364, -1.058, 1.043)
C (1.868, 0.532, 0.250)
C (0.073, -1.380, -0.360)
C (-0.513, -0.070, -0.056)
N (-1.854, 0.221, -0.659)
O (2.034, -0.503, -0.586)
H (0.262, 1.767, 0.756)
H (0.436, 1.570, -1.157)
H (-1.261, -1.485, 1.508)
H (0.474, -0.888, 1.764)
H (2.746, 1.117, 0.018)
H (1.769, 0.211, 1.370)
H (0.267, -2.057, -1.142)
H (-2.159, -0.337, -1.487)
H (-1.605, 1.069, -1.240)
H (-2.572, 0.161, 0.079)

Output
gap between HOMO and LUMO (spin up / spin down) = 0.320 / 0.311 hartree
charge = +1
energy relative to the best compared isomer or geometry (same formula, charge and spin) = 142.8 kcal/mol
HOMO (spin up / spin down) = -13.438 / -13.235 eV

Atom charges from the natural (NBO) analysis, given in e for atoms 1 to 5: -0.4734, -0.4568, -0.0462, 0.0610, 0.0146


2.
This record from OMol25 describes 2 unconnected molecules or ions with the total composition C5H14NO2 in a non-equilibrium geometry. The level of theory is ωB97M-V with the def2-TZVPD basis set.

CARTESIAN COORDINATES (ANGSTROEM)
C (-2.196, 0.278, -0.801)
C (-0.669, 0.367, -0.409)
C (-0.276, -0.970, 0.316)
C (-1.003, -1.172, 1.690)
N (0.089, 0.760, -1.595)
C (1.610, 1.206, -1.470)
O (2.425, 0.472, -0.717)
H (-2.353, 0.098, -1.872)
H (-2.605, -0.591, -0.295)
H (-2.650, 1.225, -0.545)
H (-0.723, 1.149, 0.365)
H (-0.557, -1.775, -0.367)
H (0.761, -1.021, 0.568)
H (-1.281, -2.221, 1.843)
H (-1.990, -0.643, 1.704)
H (-0.387, -0.698, 2.454)
H (0.084, -0.072, -2.206)
H (1.833, 1.044, -2.513)
H (1.397, 2.212, -1.028)
H (2.449, 0.353, 0.945)
H (3.284, -0.404, 2.025)
O (2.758, 0.402, 1.909)

Output
gap between HOMO and LUMO (spin up / spin down) = 0.089 / 0.265 hartree
charge = -2
2S+1 = 2
energy relative to the best compared isomer or geometry (same formula, charge and spin) = 18.9 kcal/mol
HOMO (spin up / spin down) = 4.164 / -0.663 eV
⟨S²⟩ = 0.750

Atom charges from the natural (NBO) analysis, given in e for atoms 1 to 5: -0.9496, -0.0609, -0.4656, -1.0202, -0.7069


3.
This record from OMol25 describes a molecular structure, C26H44BrFeN3OP2 in a non-equilibrium geometry. The level of theory is ωB97M-V with the def2-TZVPD basis set.

CARTESIAN COORDINATES (ANGSTROEM)
N (-6.844, 5.237, -4.585)
C (-6.587, 5.684, -3.353)
C (-5.707, 5.029, -2.479)
C (-5.026, 3.854, -2.892)
C (-5.362, 3.367, -4.182)
C (-6.270, 4.098, -4.985)
C (-4.019, 3.218, -2.034)
Fe (0.645, -0.469, -0.378)
P (5.319, -0.747, 0.536)
C (-3.110, 2.284, -2.424)
C (-2.055, 1.818, -1.552)
C (-0.832, 1.379, -2.108)
C (0.348, 1.393, -1.307)
C (0.174, 1.630, 0.118)
C (-1.095, 1.853, 0.678)
C (-2.204, 1.922, -0.143)
Br (1.645, 1.302, 1.377)
H (-3.990, 3.635, -1.021)
H (-3.092, 1.979, -3.472)
H (-5.546, 5.456, -1.495)
H (-4.947, 2.443, -4.583)
H (-7.095, 6.605, -3.051)
H (-6.541, 3.753, -5.994)
H (-0.770, 1.122, -3.182)
H (-3.186, 2.141, 0.299)
H (1.352, 1.321, -1.767)
H (-1.211, 1.958, 1.751)
P (-0.611, -1.988, 0.376)
C (5.046, 1.051, 0.688)
C (6.219, 1.842, 0.117)
H (4.943, 1.262, 1.759)
H (4.096, 1.313, 0.209)
H (6.123, 2.897, 0.380)
H (7.162, 1.480, 0.532)
H (6.275, 1.767, -0.971)
C (4.588, -1.199, -1.069)
C (5.432, -2.287, -1.726)
H (4.553, -0.296, -1.691)
H (3.559, -1.537, -0.899)
H (5.138, -2.420, -2.768)
H (6.495, -2.037, -1.703)
H (5.302, -3.245, -1.217)
C (4.267, -1.549, 1.798)
C (5.113, -1.951, 3.008)
H (3.827, -2.438, 1.327)
H (3.447, -0.873, 2.072)
H (4.574, -2.681, 3.616)
H (6.057, -2.405, 2.688)
H (5.350, -1.092, 3.643)
C (-0.493, -3.174, 1.724)
C (-1.487, -4.335, 1.697)
H (-0.592, -2.572, 2.644)
H (0.544, -3.542, 1.658)
H (-2.466, -4.033, 2.086)
H (-1.617, -4.769, 0.696)
H (-1.085, -5.113, 2.352)
C (0.453, -2.587, -1.046)
C (-0.120, -2.589, -2.471)
H (0.626, -3.608, -0.674)
H (1.472, -2.111, -1.063)
H (-1.007, -3.227, -2.548)
H (-0.385, -1.576, -2.814)
H (0.660, -2.969, -3.145)
C (-2.327, -1.819, -0.174)
C (-3.257, -1.476, 0.979)
H (-2.520, -2.784, -0.663)
H (-2.330, -1.026, -0.940)
H (-4.014, -0.776, 0.623)
H (-3.760, -2.379, 1.331)
H (-2.739, -1.011, 1.828)
N (0.241, 0.880, 4.737)
C (-0.824, 0.054, 4.535)
N (-1.344, -0.482, 5.705)
O (-1.334, -0.138, 3.433)
H (0.738, 0.885, 5.621)
H (0.739, 1.201, 3.901)
H (-1.987, -1.244, 5.544)
H (-0.733, -0.559, 6.500)

Output
gap between HOMO and LUMO (spin up / spin down) = 0.268 / 0.126 hartree
charge = +2
2S+1 = 5
energy relative to the best compared isomer or geometry (same formula, charge and spin) = 56.2 kcal/mol
HOMO (spin up / spin down) = -12.554 / -12.730 eV
⟨S²⟩ = 6.039

Atom charges from the Mulliken analysis, given in e for atoms 1 to 5: -0.5577, -0.3081, -0.4953, 0.6443, -0.4385


4.
This record from OMol25 describes 2 unconnected molecules or ions with the total composition C4H11NO in a non-equilibrium geometry. The level of theory is ωB97M-V with the def2-TZVPD basis set.

CARTESIAN COORDINATES (ANGSTROEM)
C (-1.319, 0.632, -0.173)
C (-0.020, 0.183, -0.713)
C (0.422, -1.136, -0.649)
N (-0.173, -2.074, 0.089)
C (0.797, 1.184, -1.418)
H (-1.218, 0.851, 0.894)
H (-2.218, 0.034, -0.310)
H (-1.531, 1.592, -0.612)
H (1.219, -1.533, -1.269)
H (0.387, -2.842, 0.444)
H (-0.910, -1.789, 0.723)
H (0.253, 1.776, -2.148)
H (1.671, 0.732, -1.888)
H (1.221, 1.906, -0.709)
H (0.343, 0.175, 3.331)
H (0.660, -0.245, 1.962)
O (0.416, 0.556, 2.444)

Output
gap between HOMO and LUMO (spin up / spin down) = 0.391 / 0.318 hartree
charge = +1
2S+1 = 2
energy relative to the best compared isomer or geometry (same formula, charge and spin) = 5.9 kcal/mol
HOMO (spin up / spin down) = -14.210 / -15.592 eV
⟨S²⟩ = 0.757

Atom charges from the natural (NBO) analysis, given in e for atoms 1 to 5: -0.7419, 0.2418, 0.0834, -0.6167, -0.6916


5.
This record from OMol25 describes a single C5H7NO molecule in a non-equilibrium geometry. The level of theory is ωB97M-V with the def2-TZVPD basis set.

CARTESIAN COORDINATES (ANGSTROEM)
O (2.806, -0.152, 1.474)
C (2.619, -0.540, 0.120)
C (1.177, -0.435, -0.228)
C (-0.018, -0.234, -0.145)
C (-1.211, 0.370, 0.465)
C (-2.517, 0.604, -0.195)
N (-2.401, -0.373, 0.880)
H (2.466, 0.747, 1.600)
H (3.232, 0.075, -0.556)
H (2.990, -1.572, 0.037)
H (-0.992, 1.109, 1.239)
H (-2.686, 0.244, -1.204)
H (-3.052, 1.524, 0.046)
H (-2.389, -1.319, 0.509)

Output
gap between HOMO and LUMO = 0.366 hartree
charge = 0
structure (SMILES) = OCC#C[C@H]1CN1
energy relative to the best compared isomer or geometry (same formula, charge and spin) = 87.8 kcal/mol
HOMO = -9.254 eV

Atom charges from the natural (NBO) analysis, given in e for atoms 1 to 5: -0.6957, -0.1323, -0.0112, -0.0432, -0.1521


6.
This record from OMol25 describes a molecular structure, HO3SSr in a non-equilibrium geometry. The level of theory is ωB97M-V with the def2-TZVPD basis set.

CARTESIAN COORDINATES (ANGSTROEM)
S (-1.161, 1.508, 1.173)
O (-0.137, 1.800, 0.041)
O (1.257, -1.729, -0.521)
Sr (-0.274, -0.255, -0.971)
O (-1.864, 0.246, 0.596)
H (2.178, -1.570, -0.319)

Output
gap between HOMO and LUMO (spin up / spin down) = 0.277 / 0.320 hartree
charge = 0
2S+1 = 2
HOMO (spin up / spin down) = -8.147 / -9.314 eV
⟨S²⟩ = 0.754

Atom charges from the Mulliken analysis, given in e for atoms 1 to 5: 0.6017, -0.7965, -1.0866, 1.8569, -0.7899


7.
This record from OMol25 describes a single C3H3NO2 molecule in a non-equilibrium geometry. The level of theory is ωB97M-V with the def2-TZVPD basis set.

CARTESIAN COORDINATES (ANGSTROEM)
C (0.061, -0.982, 0.007)
C (1.217, -0.261, 0.006)
C (-0.424, 1.121, -0.032)
N (-0.969, -0.097, -0.015)
O (0.867, 1.056, 0.089)
O (-2.189, -0.247, 0.072)
H (0.063, -2.075, 0.070)
H (2.172, -0.646, -0.044)
H (-0.798, 2.131, -0.153)

Output
gap between HOMO and LUMO = 0.335 hartree
charge = 0
structure (SMILES) = [O-][n+]1ccoc1
energy relative to the best compared isomer or geometry (same formula, charge and spin) = 93.7 kcal/mol
HOMO = -8.303 eV

Atom charges from the natural (NBO) analysis, given in e for atoms 1 to 5: -0.1369, 0.0707, 0.2401, 0.0808, -0.3706


8.
This record from OMol25 describes 2 unconnected molecules or ions with the total composition C2H2I2NO in a non-equilibrium geometry. The level of theory is ωB97M-V with the def2-TZVPD basis set.

CARTESIAN COORDINATES (ANGSTROEM)
C (-0.413, -0.440, 0.987)
C (-0.435, 0.056, -0.405)
N (-1.515, -0.649, 0.382)
O (-2.551, -1.389, 0.450)
I (5.604, 1.074, -1.165)
I (-0.713, 2.110, -0.839)
H (0.031, -0.496, 1.876)
H (-0.008, -0.266, -1.286)

Output
gap between HOMO and LUMO = 0.206 hartree
charge = -1
energy relative to the best compared isomer or geometry (same formula, charge and spin) = 33.1 kcal/mol
HOMO = -3.376 eV

Atom charges from the natural (NBO) analysis, given in e for atoms 1 to 5: -0.0111, -0.1911, 0.1615, -0.4615, -0.9996


Which formula does entry 2 have?
C5H14NO2